# C9H15F6O13S2V

A molecular structure, C9H15F6O13S2V (ωB97M-V/def2-TZVPD, the Open Molecules 2025 dataset).

Calculated values
frontier orbital gap (spin up / spin down): 2.7 / 3.7 eV
net charge: -3
<S²>: 0.755
multiplicity: 2

Each line ends with the Mulliken charge.
Cartesian coordinates (Å):
O -0.24 -0.43 -2.20  -0.7845
V -0.67 0.30 -0.80  1.2147
O 0.67 0.51 0.04  -0.7095
C 0.75 4.92 -2.27  0.5229
F 0.53 5.93 -3.16  -0.2530
F 2.02 4.56 -2.36  -0.2319
F 0.60 5.36 -1.01  -0.2326
S -0.45 3.39 -2.71  1.0193
O -0.36 2.44 -1.60  -0.4714
O -1.79 3.85 -2.90  -0.7177
O 0.18 2.78 -3.90  -0.6869
S -1.87 -2.87 0.25  0.9783
O -2.90 -2.84 1.30  -0.8626
O -0.97 -3.93 0.83  -0.8248
O -2.42 -3.37 -0.99  -0.8144
O -1.20 -1.60 0.10  -0.5044
C -1.21 2.10 2.10  -1.0267
O -1.65 1.68 0.86  0.1349
C -3.01 1.43 0.87  -0.7139
C -3.45 1.34 -0.67  -0.7265
O -2.75 0.23 -1.23  0.3136
C -3.43 -0.08 -2.48  -0.9666
H -0.13 2.27 2.06  0.2432
H -1.34 1.42 2.94  0.3362
H -1.78 2.96 2.43  0.3311
H -3.56 2.27 1.29  0.4641
H -3.34 0.53 1.39  0.3679
H -3.14 2.21 -1.26  0.3137
H -4.54 1.31 -0.68  0.4859
H -3.03 -0.94 -3.02  0.2475
H -3.46 0.79 -3.13  0.3317
H -4.48 -0.27 -2.26  0.3270
C 2.03 -2.52 -0.08  -0.9813
C 3.15 -3.29 0.68  -0.3485
O 3.72 -2.56 1.71  -0.0887
C 4.76 -3.05 2.46  0.2717
O 5.27 -4.18 2.17  -0.6136
C 5.28 -2.18 3.52  0.9469
F 6.01 -2.84 4.34  -0.2551
F 6.01 -1.20 3.07  -0.2621
F 4.27 -1.61 4.21  -0.2549
H 1.35 -3.15 -0.66  0.3270
H 2.42 -1.93 -0.91  0.3406
H 1.45 -1.98 0.66  0.1816
H 3.90 -3.53 -0.07  0.2793
H 2.81 -4.26 1.05  0.3527

# C9H15FN2O6

2 unconnected molecules or ions with the total composition C9H15FN2O6 (ωB97M-V/def2-TZVPD, the Open Molecules 2025 dataset).

Calculated values
frontier orbital gap: 2.4 eV
net charge: -2

Each line ends with the Mulliken charge.
Cartesian coordinates (Å):
C 1.62 -2.44 0.28  -0.5643
C 2.05 -2.20 -1.24  -0.4049
O 1.76 -0.89 -1.78  -0.3964
N 0.73 -0.27 -1.13  0.7289
C 0.87 1.24 -1.18  -0.6846
C 1.22 1.72 0.32  0.5448
C 0.97 0.79 1.58  -0.5366
N 1.76 2.93 0.44  -0.6961
C -0.58 -0.62 -1.69  0.2599
O -0.71 -1.16 -2.83  -0.6459
O -1.71 -0.27 -0.91  -0.1744
C -2.37 -1.41 -0.34  0.3720
C -2.61 -1.12 1.21  -1.0315
F -1.71 -2.67 -0.56  -0.3152
H 2.27 -1.88 1.03  0.1710
H 1.82 -3.56 0.49  0.3537
H 0.52 -2.28 0.50  0.0551
H 3.20 -2.31 -1.27  0.2623
H 1.66 -3.05 -1.90  0.2652
H -0.15 1.68 -1.46  0.3000
H 1.65 1.58 -1.95  0.3448
H 0.23 -0.06 1.41  -0.2486
H 0.56 1.41 2.45  0.2986
H 1.96 0.32 1.93  0.2127
H 1.84 3.30 -0.52  0.2920
H -3.41 -1.49 -0.84  0.2353
H -3.07 -0.07 1.28  0.3297
H -3.31 -1.87 1.72  0.3595
H -1.63 -1.07 1.80  0.1773
C -1.37 3.89 0.82  0.5654
O -1.63 2.88 1.54  -0.7618
O -1.51 5.11 1.18  -0.8952
O -0.93 3.83 -0.38  -0.7727

# C9H15MnO6P

A molecular structure, C9H15MnO6P (ωB97M-V/def2-TZVPD, the Open Molecules 2025 dataset).

Calculated values
frontier orbital gap (spin up / spin down): 7.9 / 6.4 eV
net charge: +2
<S²>: 8.771
multiplicity: 6

Each line ends with the Mulliken charge.
Cartesian coordinates (Å):
O 0.00 2.27 -3.43  -0.0505
C 0.00 1.65 -2.49  0.1448
Mn -0.02 0.06 0.01  0.6091
C 1.54 -0.76 -0.52  0.3395
C -1.55 -0.76 -0.51  0.3960
O 2.56 -1.24 -0.81  -0.0623
O -2.57 -1.24 -0.82  -0.0708
C 1.73 -2.62 3.95  -1.4079
C 1.08 -1.80 2.89  -0.0129
O 1.21 -0.44 3.26  -0.4353
P 0.26 0.55 2.42  1.0624
O -0.37 1.29 3.74  -0.4825
C -1.39 0.40 4.45  -0.1246
C -2.72 0.74 3.86  -0.9662
O 1.54 1.43 1.80  -0.3270
C 1.37 2.86 1.83  -0.2759
C 0.48 3.34 0.72  -0.8818
H 2.78 -2.38 4.04  0.3342
H 1.62 -3.65 3.64  0.4152
H 1.24 -2.49 4.91  0.3410
H 1.57 -1.90 1.92  0.1168
H 0.02 -2.04 2.81  0.4007
H -1.14 -0.67 4.32  0.1528
H -1.34 0.62 5.52  0.3407
H -2.76 0.52 2.79  0.1876
H -3.47 0.15 4.36  0.4116
H -2.94 1.79 4.01  0.3114
H 0.98 3.09 2.83  0.3721
H 2.39 3.25 1.76  0.3332
H -0.53 2.92 0.78  0.2458
H 0.42 4.42 0.81  0.4094
H 0.92 3.09 -0.24  0.1736

# C9H15N2O2

A gas-phase ion, C9H15N2O2 (charge -1) (ωB97M-V/def2-TZVPD, the Open Molecules 2025 dataset).

Calculated values
frontier orbital gap (spin up / spin down): 3.5 / 6.3 eV
net charge: -1
<S²>: 2.013
multiplicity: 3

Each line ends with the Mulliken charge.
Cartesian coordinates (Å):
C 0.61 0.83 1.64  0.0207
C -0.62 -0.81 -0.18  -1.5333
C 0.45 -1.09 -1.19  0.9730
C -0.42 0.63 0.54  2.2966
C 0.16 1.68 -0.40  0.0128
C 0.71 -0.04 2.88  -1.4189
C 1.39 -2.25 -0.90  -1.4591
C -1.76 1.12 1.05  -1.8738
C -0.38 2.07 -1.58  -1.2223
N 1.48 1.84 1.46  -0.7893
N -0.41 -1.47 -2.44  -0.1536
O 0.32 -1.73 -3.58  -0.4863
O 1.14 2.35 0.20  -0.2525
H -1.58 -0.87 -0.76  0.4078
H -0.51 -1.43 0.66  0.3510
H 1.01 -0.19 -1.42  0.1960
H 1.55 -0.71 2.84  0.2116
H -0.26 -0.55 3.12  0.3129
H 0.93 0.63 3.71  0.4286
H 2.22 -1.91 -0.20  0.2852
H 1.81 -2.60 -1.86  0.4106
H 0.95 -3.07 -0.34  0.3259
H -2.35 1.34 0.21  0.4545
H -1.68 2.09 1.57  0.3963
H -2.37 0.62 1.80  0.3664
H -1.25 1.51 -1.86  0.2093
H -1.08 -0.74 -2.62  0.2687
H -0.06 2.74 -2.36  0.2612

# C9H15N2O4

A molecular structure, C9H15N2O4 (ωB97M-V/def2-TZVPD, the Open Molecules 2025 dataset).

Calculated values
frontier orbital gap: 8.7 eV
net charge: +1
ΔE to the lowest compared entry with this formula, charge and spin: 376.91 kJ/mol

Each line ends with the Mulliken charge.
Cartesian coordinates (Å):
C 0.06 1.95 -0.49  -0.6585
C 1.25 1.32 -0.47  -0.0026
C 1.55 -0.03 -0.33  1.0603
C 2.46 2.25 -0.42  -0.3624
C -1.19 -0.10 -0.57  -0.0247
C 0.63 -2.28 -0.81  -1.2328
C 2.70 -1.68 0.87  -0.8312
C -2.77 -1.75 -0.11  -0.8605
C -2.11 2.69 1.15  -0.5783
N 0.57 -0.89 -0.52  -0.0978
N -1.12 1.28 -0.38  0.2647
O 2.41 3.45 -0.46  -0.4740
O 2.72 -0.42 0.26  -0.3479
O -1.95 -0.70 0.34  -0.3144
O -2.22 2.16 -0.10  -0.3240
H 0.13 2.99 -0.64  0.6409
H 3.41 1.76 -0.41  0.5013
H -1.22 -0.38 -1.64  0.5650
H 0.12 -2.51 -1.76  0.3331
H 1.59 -2.71 -0.97  0.4372
H 0.13 -2.84 0.00  0.4378
H 2.93 -2.57 0.29  0.3165
H 1.77 -1.78 1.43  0.3679
H 3.49 -1.58 1.64  0.2807
H -2.34 -2.69 -0.09  0.3476
H -3.29 -1.55 -1.00  0.4042
H -3.46 -1.67 0.78  0.3126
H -1.10 2.47 1.46  0.3391
H -2.66 2.10 1.81  0.2690
H -2.50 3.70 1.13  0.2315

# C9H15N3

A gas-phase ion, C9H15N3 (charge +2) (ωB97M-V/def2-TZVPD, the Open Molecules 2025 dataset).

Calculated values
frontier orbital gap: 6.9 eV
net charge: +2
ΔE to the lowest compared entry with this formula, charge and spin: 544.97 kJ/mol

Each line ends with the Mulliken charge.
Cartesian coordinates (Å):
C -0.89 -2.20 0.93  0.4110
C -1.11 -1.64 -0.59  -0.7932
C 1.48 1.75 -0.56  -0.7456
C 1.74 0.67 0.44  -0.5190
C 0.59 1.40 -1.65  -0.0563
C 0.99 0.72 1.77  -0.8760
C -0.58 0.49 -1.73  -0.5467
C -1.34 0.43 0.67  -0.9539
C -0.27 -0.09 1.57  0.6689
N -0.42 -1.33 1.74  -0.3828
N -1.21 -3.47 1.13  -0.3704
N -1.04 -0.23 -0.60  0.1779
H -0.50 -1.98 -1.33  0.5562
H -2.27 -1.97 -0.72  0.3832
H 0.92 2.66 -0.18  0.4453
H 2.31 2.32 -1.09  0.4703
H 1.71 -0.22 -0.30  0.3727
H 2.76 0.71 0.85  0.4010
H -1.24 1.52 0.53  0.4344
H 0.94 2.03 -2.48  0.4577
H 1.72 0.28 2.46  0.4414
H 0.69 1.76 2.00  0.3403
H -1.48 1.08 -2.11  0.4422
H -0.12 -0.07 -2.62  0.2855
H -2.31 0.18 1.06  0.4000
H -1.55 -4.22 0.51  0.2611
H -0.88 -4.05 1.91  0.2950

# C9H15N3OS

A single C9H15N3OS molecule (ωB97M-V/def2-TZVPD, the Open Molecules 2025 dataset).

Calculated values
SMILES: O=NN(C1=NCCS1)C1CCCCC1
frontier orbital gap: 9.3 eV
net charge: 0
ΔE to the lowest compared entry with this formula, charge and spin: 288.77 kJ/mol

Each line ends with the Mulliken charge.
Cartesian coordinates (Å):
O 2.67 2.49 1.41  -0.4103
N 2.75 1.62 0.51  -0.2336
N 3.06 -0.24 -1.37  -0.5691
S 0.63 -1.23 -1.43  -0.1326
C 1.88 -0.12 -0.82  0.6928
N 1.70 0.82 0.22  0.8662
C 3.14 -1.39 -2.32  -0.4902
C 1.74 -1.70 -2.80  -0.4587
C -1.64 1.70 2.83  -0.5475
C -0.88 0.45 3.09  -0.6017
C -1.77 2.05 1.33  -0.6653
C 0.51 0.53 2.46  -0.8573
C -0.36 2.19 0.74  -0.7096
C 0.39 0.83 0.96  -0.4309
H 3.76 -1.09 -3.15  0.2934
H 3.58 -2.27 -1.86  0.2743
H 1.69 -2.76 -3.04  0.3721
H 1.44 -1.15 -3.67  0.3275
H -1.09 2.52 3.32  0.3009
H -2.66 1.66 3.27  0.3108
H -1.39 -0.41 2.65  0.3053
H -0.83 0.32 4.15  0.3586
H -2.30 2.97 1.15  0.3659
H -2.31 1.27 0.74  0.2994
H 1.08 1.27 3.00  0.3347
H 1.02 -0.44 2.58  0.2996
H -0.40 2.36 -0.36  0.3266
H 0.18 3.04 1.21  0.3061
H -0.23 0.05 0.53  0.0727

# C9H15NNbO

A molecular structure, C9H15NNbO (ωB97M-V/def2-TZVPD, the Open Molecules 2025 dataset).

Calculated values
frontier orbital gap: 7.2 eV
net charge: -1

Each line ends with the Mulliken charge.
Cartesian coordinates (Å):
O 0.03 2.52 -2.48  -0.5597
C -0.31 1.70 -1.45  0.1336
C -0.27 0.09 -1.75  0.1104
C -1.73 -0.61 -2.01  -1.1386
Nb -1.72 -2.74 -1.09  -0.7209
N -0.62 2.37 -0.13  -0.3604
C 0.45 1.82 0.83  0.1748
C 0.02 0.47 1.67  -0.1151
C 1.09 -0.23 2.70  -0.4523
C 2.58 0.48 2.83  -0.3026
C 3.00 1.85 2.01  -0.3162
C 1.92 2.56 0.95  -0.3433
H 0.27 -0.55 -0.92  0.1548
H 0.40 -0.06 -2.73  0.2975
H -2.65 -0.01 -1.61  0.2749
H -1.82 -0.81 -3.19  0.3236
H -3.50 -2.67 -0.79  -0.0133
H -1.97 -3.51 -2.74  0.0169
H 0.09 -2.87 -1.31  0.0220
H -1.41 -2.10 0.58  0.0545
H -1.66 -4.46 -0.43  0.0270
H -1.58 2.15 0.22  0.4038
H -1.06 -0.01 1.53  0.1987
H 0.78 -1.22 3.28  0.2904
H 3.35 -0.03 3.57  0.2524
H 4.06 2.37 2.14  0.2464
H 2.24 3.51 0.34  0.3406